No. 1
42
Properties=species:S:1:pos:R:3:nbo_charge:R:1 method="wB97M-V/def2-TZVPD" homo_ev=-14.7 lumo_ev=-6.24 multiplicity=1 e_tot_ha=-3027.6896 homo_lumo_gap_ha=0.3096 total_charge=+2
Sn 0.23 -0.63 -0.13 1.305
N 0.17 0.35 2.16 -0.887
C -0.95 1.29 2.34 -0.247
C -1.16 2.09 1.06 -0.239
N -1.50 1.24 -0.11 -0.514
C -1.40 2.06 -1.35 -0.244
C -0.83 1.31 -2.54 -0.242
N 0.50 0.77 -2.18 -0.882
C -2.88 0.69 0.04 -0.245
C -3.07 -0.67 -0.61 -0.240
N -2.16 -1.64 0.02 -0.880
H 0.14 -0.35 2.89 0.416
H 1.05 0.85 2.29 0.404
H -0.76 2.00 3.15 0.240
H -1.84 0.73 2.61 0.213
H -0.23 2.61 0.83 0.212
H -1.94 2.85 1.22 0.235
H -0.75 2.92 -1.15 0.219
H -2.37 2.46 -1.63 0.234
H -0.77 2.00 -3.38 0.238
H -1.47 0.48 -2.84 0.206
H 1.14 1.53 -2.02 0.401
H 0.88 0.25 -2.97 0.416
H -3.61 1.39 -0.38 0.233
H -3.11 0.59 1.10 0.212
H -2.84 -0.63 -1.68 0.202
H -4.12 -0.96 -0.52 0.235
H -2.24 -2.53 -0.45 0.409
H -2.48 -1.81 0.98 0.392
C 5.01 -0.01 -0.42 -0.909
As 3.24 0.18 0.38 0.807
C 3.57 1.80 1.46 -0.933
C 3.41 -1.22 1.74 -0.940
H 5.74 -0.02 0.38 0.246
H 5.22 0.82 -1.09 0.249
H 5.07 -0.94 -0.98 0.250
H 4.26 1.57 2.26 0.249
H 2.65 2.21 1.87 0.206
H 4.02 2.56 0.82 0.255
H 4.15 -0.94 2.48 0.252
H 3.75 -2.13 1.24 0.255
H 2.46 -1.44 2.24 0.212

No. 2
46
Properties=species:S:1:pos:R:3:lowdin_charge:R:1 method="wB97M-V/def2-TZVPD" homo_ev="-15.3 / -15.4" s2=12.6138 lumo_ev="-8.66 / -7.72" multiplicity=7 e_tot_ha=-3488.3813 homo_lumo_gap_ha="0.2452 / 0.2831" total_charge=+2
I 0.27 1.80 -4.51 0.217
I -0.32 3.53 -2.55 0.219
Tb 0.06 0.37 -0.46 0.798
P -2.60 -0.10 -0.11 0.674
C -3.55 1.03 0.98 -0.257
C -3.18 0.28 -1.85 -0.262
H -4.28 0.15 -2.01 0.081
H -4.29 -2.01 0.16 0.080
H -2.62 -0.37 -2.55 0.029
H -2.64 -2.53 -0.35 0.035
H -3.25 2.07 0.81 0.033
H -2.84 1.29 -2.16 0.014
C -3.20 -1.81 0.28 -0.241
H -4.66 0.97 0.96 0.081
H -2.90 -2.09 1.32 0.039
H -3.19 0.88 2.02 0.031
P 2.67 -0.08 -0.07 0.657
C 3.58 1.07 1.03 -0.261
C 3.23 -1.81 0.28 -0.242
H 2.62 -0.34 -2.54 0.023
H 4.28 0.20 -2.01 0.080
H 2.82 1.31 -2.14 0.023
C 3.18 0.31 -1.83 -0.267
H 2.66 -2.51 -0.36 0.037
H 4.33 -1.98 0.16 0.079
H 4.68 1.02 0.94 0.076
H 3.29 0.92 2.09 0.014
H 2.91 -2.06 1.31 0.053
H 3.23 2.10 0.85 0.054
Cl 0.01 -1.72 -1.71 -0.016
C 1.95 0.34 5.03 -0.087
O 0.89 1.11 4.35 -0.319
P 0.51 0.79 2.77 0.855
O -1.10 0.38 2.90 -0.419
C -1.38 -0.85 3.64 -0.105
O 0.40 2.29 1.97 -0.403
C -0.55 3.10 1.26 -0.160
H 2.95 0.47 4.59 0.075
H 1.82 -0.75 4.97 0.082
H 1.99 0.65 6.10 0.113
H -0.84 -1.71 3.21 0.082
H -0.96 -0.79 4.65 0.090
H -2.47 -1.13 3.70 0.111
H -1.00 2.75 0.27 -0.025
H -1.41 3.23 1.94 0.103
H -0.04 4.10 1.05 0.126

No. 3
44
Properties=species:S:1:pos:R:3:nbo_charge:R:1 method="wB97M-V/def2-TZVPD" homo_ev="-19.5 / -19.4" lumo_ev="-13.23 / -14.26" e_above_lowest_kj_mol=84.9 multiplicity=1 e_tot_ha=-2727.3277 homo_lumo_gap_ha="0.2296 / 0.1892" total_charge=+3
I 0.32 0.44 -4.47 0.353
I -0.53 2.84 -1.31 0.397
Sn 0.03 0.09 -1.50 0.955
P -2.57 0.12 -1.17 1.092
C -3.45 1.21 0.02 -0.954
C -3.33 0.45 -2.80 -0.970
H -4.41 0.30 -2.69 0.299
H -4.17 -1.59 -0.75 0.288
H -2.94 -0.26 -3.55 0.279
H -2.63 -2.28 -1.33 0.285
H -3.25 2.27 -0.20 0.262
H -3.17 1.48 -3.12 0.268
C -3.08 -1.53 -0.66 -0.975
H -4.53 1.02 -0.11 0.305
H -2.83 -1.72 0.39 0.275
H -3.19 0.96 1.06 0.266
P 2.59 0.17 -1.16 1.092
C 3.45 1.23 0.04 -0.944
C 3.08 -1.50 -0.66 -0.960
H 3.01 -0.25 -3.52 0.274
H 4.47 0.34 -2.67 0.302
H 3.20 1.50 -3.12 0.272
C 3.38 0.47 -2.77 -0.960
H 2.63 -2.24 -1.33 0.285
H 4.17 -1.56 -0.75 0.293
H 4.54 1.06 -0.09 0.305
H 3.19 0.98 1.08 0.267
H 2.83 -1.68 0.39 0.277
H 3.24 2.30 -0.18 0.275
Cl -0.06 -2.13 -2.42 -0.361
C 0.00 1.40 2.45 -1.029
P 0.00 -0.38 2.36 1.974
C 1.47 -0.91 3.16 -1.009
C -1.47 -0.92 3.18 -1.009
O -0.02 -0.82 0.90 -1.169
H 0.89 1.83 1.96 0.242
H 0.00 1.63 3.52 0.288
H -0.89 1.83 1.97 0.236
H 1.50 -0.49 4.17 0.289
H 1.38 -2.00 3.16 0.282
H 2.33 -0.59 2.56 0.246
H -2.33 -0.60 2.58 0.249
H -1.37 -2.00 3.18 0.282
H -1.48 -0.49 4.18 0.288

No. 4
46
Properties=species:S:1:pos:R:3:nbo_charge:R:1 method="wB97M-V/def2-TZVPD" homo_ev=-1.2 lumo_ev=4.37 e_above_lowest_kj_mol=55.2 multiplicity=1 e_tot_ha=-4941.5398 homo_lumo_gap_ha=0.2038 total_charge=-2
Cu -0.07 2.27 -3.52 0.635
S -0.70 -1.82 -4.84 -0.927
Sb -0.74 0.42 -5.31 1.344
S 1.47 1.37 -4.77 -1.024
S -2.16 1.59 -3.67 -1.031
S -1.35 1.09 -7.41 -0.923
C -0.15 -3.62 0.90 -1.125
Si -0.80 -1.91 1.38 1.246
C -0.14 -1.60 3.13 -1.124
C -2.67 -2.05 1.60 -1.122
Sb -0.48 -0.44 -0.71 -0.028
Si 2.06 -0.21 -0.44 1.326
C 2.68 -0.57 1.31 -1.127
C 2.81 -1.49 -1.56 -1.141
C 2.72 1.48 -0.87 -1.140
Si -1.21 1.71 0.47 1.317
C -0.75 1.82 2.29 -1.127
C -0.54 3.26 -0.35 -1.124
C -3.07 1.73 0.36 -1.140
H -0.60 -4.39 1.53 0.213
H 0.94 -3.67 1.03 0.226
H -0.36 -3.85 -0.14 0.250
H -0.49 -2.44 3.73 0.215
H -0.52 -0.68 3.56 0.229
H 0.95 -1.57 3.18 0.234
H -2.93 -2.94 2.18 0.213
H -3.19 -2.09 0.64 0.246
H -3.05 -1.17 2.14 0.223
H 2.53 -1.62 1.56 0.222
H 2.16 0.03 2.06 0.226
H 3.75 -0.34 1.36 0.218
H 2.37 -2.48 -1.39 0.233
H 3.89 -1.54 -1.40 0.213
H 2.60 -1.22 -2.60 0.285
H 2.51 2.22 -0.09 0.220
H 2.32 1.83 -1.83 0.276
H 3.81 1.39 -0.98 0.222
H 0.32 1.63 2.45 0.228
H -1.31 1.08 2.87 0.221
H -0.99 2.81 2.68 0.218
H 0.44 3.53 0.05 0.224
H -1.24 4.08 -0.17 0.225
H -0.47 3.14 -1.44 0.242
H -3.51 0.90 0.92 0.224
H -3.37 1.63 -0.69 0.273
H -3.48 2.67 0.76 0.216

No. 5
52
Properties=species:S:1:pos:R:3:nbo_charge:R:1 method="wB97M-V/def2-TZVPD" homo_ev="-8.0 / -7.7" s2=8.7607 lumo_ev="-0.06 / -0.39" multiplicity=6 e_tot_ha=-2587.5591 homo_lumo_gap_ha="0.2908 / 0.2695"
Fe -0.42 0.07 -0.20 1.976
C 1.48 -3.47 1.31 -0.624
C 1.94 -2.16 0.69 0.129
C 3.32 -2.33 -0.14 -0.620
O 1.12 -1.38 -0.10 -0.879
H 1.14 -4.08 0.47 0.199
H 0.75 -3.30 2.10 0.180
H 2.33 -4.01 1.72 0.210
H 2.17 -1.62 1.61 0.128
H 4.04 -2.83 0.51 0.193
H 3.69 -1.33 -0.32 0.202
H 3.15 -2.78 -1.12 0.210
O -0.38 0.79 -2.28 -0.902
C -1.09 2.06 -2.29 -0.098
C -2.36 2.15 -1.17 -0.090
O -2.11 1.63 0.18 -0.962
H -1.32 2.33 -3.33 0.166
H -0.48 2.94 -2.09 0.106
H -3.18 1.68 -1.71 0.149
H -2.62 3.20 -1.05 0.142
C 3.30 2.16 -2.04 0.743
O 4.48 2.21 -1.90 -0.680
N 2.56 3.22 -2.10 -0.847
N 2.58 1.11 -1.85 -0.830
H 3.03 4.02 -2.50 0.387
H 1.55 3.21 -2.06 0.390
H 2.82 0.42 -1.15 0.406
H 1.58 1.19 -1.99 0.404
C 1.06 2.57 0.79 0.795
O 0.99 1.36 0.59 -0.740
N 2.14 3.22 0.94 -0.799
N 0.18 3.50 0.72 -0.822
H 2.27 4.15 0.55 0.406
H 2.90 2.57 1.02 0.402
H 0.32 4.49 0.85 0.403
H -0.72 3.04 0.61 0.440
C -2.71 -2.41 -0.68 0.804
O -2.02 -1.39 -0.50 -0.739
N -3.51 -2.89 0.27 -0.825
N -2.79 -3.10 -1.78 -0.807
H -3.63 -3.88 0.17 0.375
H -3.67 -2.54 1.21 0.412
H -3.51 -3.80 -1.88 0.406
H -2.21 -2.69 -2.51 0.434
C -1.83 -0.76 2.58 0.796
O -0.86 -0.41 1.90 -0.729
N -1.98 -1.99 3.07 -0.829
N -2.85 0.02 2.76 -0.807
H -1.33 -2.74 2.86 0.422
H -2.82 -2.20 3.58 0.382
H -2.78 0.95 2.38 0.446
H -3.68 -0.18 3.30 0.388

No. 6
48
Properties=species:S:1:pos:R:3:nbo_charge:R:1 method="wB97M-V/def2-TZVPD" homo_ev=-17.5 lumo_ev=-10.31 e_above_lowest_kj_mol=0.0 multiplicity=1 e_tot_ha=-2249.9680 homo_lumo_gap_ha=0.2654 total_charge=+3
Pd -1.06 -0.46 -0.35 0.438
I -1.66 -0.40 -2.95 0.395
C -2.41 -2.39 -2.74 -0.702
I -1.79 -3.25 -0.91 0.247
H -2.00 -2.98 -3.55 0.263
H -3.49 -2.34 -2.78 0.262
C 3.30 -2.33 -2.70 -0.644
C 1.91 -2.14 -2.18 -0.047
O 1.70 -0.68 -1.93 -0.843
P 0.99 -0.05 -0.72 2.226
O 1.55 -0.47 0.66 -0.843
C 2.98 -0.28 1.08 -0.048
C 3.54 -1.60 1.51 -0.642
O 1.14 1.49 -0.88 -0.835
C 1.43 2.19 -2.17 -0.050
C 2.89 2.53 -2.23 -0.646
H 3.43 -3.38 -2.96 0.259
H 4.05 -2.07 -1.95 0.227
H 3.47 -1.73 -3.60 0.242
H 1.72 -2.66 -1.25 0.195
H 1.14 -2.40 -2.91 0.199
H 2.93 0.45 1.89 0.218
H 3.51 0.16 0.23 0.196
H 2.95 -2.04 2.31 0.233
H 4.55 -1.45 1.89 0.264
H 3.60 -2.31 0.68 0.217
H 0.79 3.06 -2.14 0.211
H 1.12 1.53 -2.98 0.194
H 3.18 3.17 -1.40 0.237
H 3.09 3.07 -3.16 0.262
H 3.51 1.63 -2.23 0.223
N -2.11 3.33 2.31 -0.677
C -3.19 2.58 1.58 -0.624
P -2.81 0.77 1.65 2.121
O -1.34 0.68 1.99 -1.151
O -3.23 0.05 0.41 -1.147
C -3.84 0.12 3.03 -0.613
N -3.59 -1.35 3.16 -0.667
H -1.94 4.25 1.90 0.459
H -1.25 2.76 2.28 0.475
H -2.34 3.49 3.29 0.452
H -3.15 2.87 0.53 0.279
H -4.16 2.87 1.97 0.275
H -4.90 0.25 2.81 0.273
H -3.61 0.58 3.99 0.259
H -4.15 -1.77 3.91 0.465
H -2.60 -1.54 3.36 0.455
H -3.83 -1.83 2.28 0.459